P:
Here is the molecule C5H6O3 from the Open Molecules 2025 dataset. Energies are from wB97M-V/def2-TZVPD.

Properties
SMILES string: C[C@@H](C=O)C(=O)C=O
2S+1: 1
Highest occupied orbital energy (eV): -9.80
Kohn-Sham gap (eV): 9.200

The geometry in XYZ format:
```
14
Properties=species:S:1:pos:R:3:nbo_charge:R:1
C -0.242 -0.059 -0.479 -0.408
C -1.150 -1.234 -0.727 -0.625
C 0.758 -0.251 0.610 0.462
C 2.037 0.616 0.424 0.362
C -0.871 1.202 0.392 0.450
O 0.702 -1.085 1.491 -0.503
O 2.360 1.201 -0.563 -0.462
O -0.439 2.312 0.371 -0.478
H 0.210 0.390 -1.367 0.266
H 2.655 0.600 1.339 0.123
H -1.834 0.937 0.863 0.129
H -1.338 -1.825 0.168 0.235
H -0.716 -1.909 -1.460 0.233
H -2.132 -0.897 -1.060 0.217
```

***

Q:
Here is the molecule C5H6O3 from the Open Molecules 2025 dataset. Energies are from wB97M-V/def2-TZVPD.

Properties
SMILES string: O=C[C@@H]1O[C@@H]1[C@@H]1CO1
2S+1: 1
Highest occupied orbital energy (eV): -10.34
Kohn-Sham gap (eV): 11.214

The geometry in XYZ format:
```
14
Properties=species:S:1:pos:R:3:nbo_charge:R:1
C -0.273 1.309 1.038 0.414
C -0.462 1.126 -0.440 -0.066
C -0.438 -0.192 -1.168 0.073
C 0.000 -1.440 -0.441 0.027
C 0.863 -1.420 0.782 -0.109
H -0.864 0.612 1.642 0.118
H -0.310 2.004 -1.052 0.208
H -0.056 -0.119 -2.199 0.199
H -0.625 -2.289 -0.704 0.194
H 1.132 -0.516 1.284 0.185
H 1.012 -2.254 1.454 0.193
O 0.457 2.122 1.425 -0.491
O -1.643 0.342 -0.785 -0.465
O 1.381 -1.680 -0.520 -0.481
```

***

R:
Here is a cluster of 2 separate species, C5H6O3 in total from the Open Molecules 2025 dataset. Energies are from wB97M-V/def2-TZVPD.

Properties
2S+1: 1
Highest occupied orbital energy (eV): -8.33
Kohn-Sham gap (eV): 8.974

The geometry in XYZ format:
```
14
Properties=species:S:1:pos:R:3:nbo_charge:R:1
C 1.057 -1.251 0.197 0.069
C 0.356 -0.257 1.097 0.006
C -0.493 1.621 -0.157 -0.013
C -1.139 0.858 -0.969 0.071
C -0.465 -1.089 0.137 -0.037
H 1.141 0.578 -0.679 0.504
H 1.474 -2.106 0.469 0.190
H 0.130 -0.097 2.317 0.231
H -0.527 2.717 -0.206 0.228
H -2.219 1.277 -1.249 0.219
H -0.982 -2.142 0.212 0.248
O 1.974 -0.671 -0.541 -0.723
O 0.693 1.122 0.460 -0.512
O -1.000 -0.561 -1.085 -0.480
```

***

Which structure is most stable, and how do the rest compare? From most to least stable: P, Q, R.

***

P:
Here is a cluster of 2 separate species, C5H6O3 in total from the Open Molecules 2025 dataset. Energies are from wB97M-V/def2-TZVPD.

Properties
SMILES string: C=C1CO1.O=C1CO1
2S+1: 1
Highest occupied orbital energy (eV): -9.15
Kohn-Sham gap (eV): 9.939

The geometry in XYZ format:
```
14
Properties=species:S:1:pos:R:3:nbo_charge:R:1
C -0.632 1.446 -1.761 -0.158
C 1.863 1.255 -0.772 -0.552
C -0.960 -2.247 1.752 -0.236
C 0.724 1.026 -1.342 0.327
C -0.630 -0.799 1.761 0.788
O 0.023 0.186 -2.030 -0.453
O -0.945 0.342 1.822 -0.533
O 0.401 -1.584 1.707 -0.444
H -1.351 1.438 -0.980 0.202
H -0.704 1.992 -2.651 0.193
H 1.996 2.165 -0.204 0.225
H 2.514 0.400 -0.606 0.215
H -1.040 -2.947 2.600 0.219
H -1.256 -2.673 0.704 0.207
```

***

Q:
Here is the molecule C5H6O3 from the Open Molecules 2025 dataset. Energies are from wB97M-V/def2-TZVPD.

Properties
SMILES string: C1=C[C@H]2OCO[C@@H]2O1
2S+1: 1
Highest occupied orbital energy (eV): -9.02
Kohn-Sham gap (eV): 10.025

The geometry in XYZ format:
```
14
Properties=species:S:1:pos:R:3:nbo_charge:R:1
C 1.236 1.754 0.038 0.251
C -0.549 0.495 0.170 0.358
C -1.589 -1.439 -0.141 0.146
C -0.213 -1.736 -0.365 -0.395
C 0.549 -0.416 0.291 0.032
H 1.810 1.970 0.855 0.138
H 1.622 2.612 -0.587 0.180
H -0.753 0.489 -0.894 0.138
H -2.518 -2.159 -0.375 0.227
H -0.079 -2.921 -0.512 0.247
H 1.196 -0.663 1.131 0.209
O -0.182 1.677 0.552 -0.530
O -1.801 -0.207 0.364 -0.478
O 1.271 0.544 -0.526 -0.523
```

***

R:
Here is the molecule C5H6O3 from the Open Molecules 2025 dataset. Energies are from wB97M-V/def2-TZVPD.

Properties
2S+1: 1
Highest occupied orbital energy (eV): -8.26
Kohn-Sham gap (eV): 9.007

The geometry in XYZ format:
```
14
Properties=species:S:1:pos:R:3:nbo_charge:R:1
C 1.081 -0.848 -0.350 0.084
C 1.129 -1.166 0.926 -0.163
C -0.848 0.398 -0.132 0.443
C -1.536 2.098 -1.778 -0.305
C 1.386 -1.362 2.214 0.135
O 0.160 0.051 -0.919 -0.544
O 0.787 -2.300 2.963 -0.670
O -1.635 1.273 -0.599 -0.502
H 1.609 -1.325 -1.252 0.209
H -2.030 3.067 -1.570 0.211
H -1.959 1.578 -2.685 0.200
H -0.393 2.167 -1.994 0.201
H 1.939 -0.588 2.786 0.205
H 0.310 -3.042 2.389 0.496
```

***

Which structure is most stable, and how do the rest compare? From most to least stable: P, R, Q.